# C24H22F3N6O3S4SbY

A molecular structure, C24H22F3N6O3S4SbY (ωB97M-V with the def2-TZVPD basis set, the Open Molecules 2025 dataset).

Structure (XYZ):
```
64
C24H22F3N6O3S4SbY | the Open Molecules 2025 dataset | ωB97M-V with the def2-TZVPD basis set
Sb 3.780 -2.853 0.421
Y 0.767 -0.950 0.557
S 1.347 -3.452 0.218
S 2.985 -0.065 2.928
S 4.574 -2.517 -1.720
S 3.393 -0.433 0.898
F -2.347 -3.032 1.653
F -3.985 -3.215 0.255
F -4.179 -1.929 1.989
O -3.654 -0.575 -0.466
O 1.518 -0.937 -1.712
O -1.588 -0.814 0.378
N 1.122 -0.506 -3.904
N -2.542 0.777 -2.721
N -0.027 -1.332 3.017
N 1.377 1.860 -0.563
N -0.492 -0.076 -2.222
N -0.285 1.135 1.612
C -1.985 -1.970 4.878
C -0.927 0.517 -4.503
C 0.246 3.519 -2.468
C -1.571 3.220 2.876
C -1.557 1.960 3.434
C -3.318 -2.354 1.039
C 2.406 -1.118 -4.291
C -2.025 -0.758 4.208
C 0.244 2.507 -0.318
C 3.388 1.488 -1.907
C 0.734 -0.514 -2.571
C -1.320 0.405 -3.124
C 0.083 -2.450 3.758
C -0.375 3.336 -1.248
C -0.998 3.408 1.638
C 1.288 -3.318 3.602
C -0.940 0.915 2.751
C -2.795 -1.132 0.221
C 0.286 0.028 -4.829
C -0.366 2.331 1.031
C -1.000 -0.461 3.329
C 2.028 2.096 -1.715
C 1.470 2.918 -2.694
C -0.899 -2.788 4.695
H -2.785 -2.252 5.553
H -2.852 -0.077 4.353
H -3.225 0.959 -3.435
H 1.195 -3.971 2.738
H -0.794 -3.714 5.246
H -1.995 1.793 4.404
H 2.005 3.074 -3.624
H -2.028 4.048 3.403
H 2.940 -0.445 -4.963
H 1.431 -3.913 4.507
H 3.384 0.411 -1.738
H 2.159 -2.682 3.442
H 3.771 1.701 -2.908
H 4.079 1.905 -1.170
H -1.335 3.787 -1.032
H 2.226 -2.073 -4.786
H -1.000 4.375 1.156
H -0.218 4.133 -3.233
H -2.897 0.419 -1.827
H -1.582 0.934 -5.256
H 3.001 -1.312 -3.397
H 0.659 0.025 -5.844
```

* charge: -1
* relative energy (zero: lowest compared OMol25 entry of this formula, charge and spin): 123.7 kJ/mol
* spin multiplicity: 1
* gap between HOMO and LUMO: 0.2023 hartree
* total energy: -3653.387477 hartree

These are the Mulliken partial charges, in e, on atoms 1 to 4:
1 Sb 0.3223
2 Y 0.0594
3 S -0.6793
4 S -0.4889

---

# C24H22MgN8O4S2

A molecular structure, C24H22MgN8O4S2 (ωB97M-V with the def2-TZVPD basis set, the Open Molecules 2025 dataset).

Structure (XYZ):
```
61
C24H22MgN8O4S2 | the Open Molecules 2025 dataset | ωB97M-V with the def2-TZVPD basis set
S 0.002 0.277 -4.539
S 0.216 4.715 0.086
Mg -0.009 -0.046 0.175
O 4.556 -0.220 3.812
O 3.436 -0.718 5.676
O 3.887 0.203 1.380
O 2.012 0.077 0.156
N -2.234 -0.083 0.176
N -0.286 -1.847 -2.885
N 1.006 -0.623 4.411
N 0.447 -0.161 2.350
N -0.038 3.002 2.164
N -0.041 2.172 -0.032
N -0.094 0.301 -1.980
N -0.410 -2.126 0.178
C 0.197 3.966 -1.469
C -1.435 -0.771 3.877
C -2.665 -1.295 0.135
C -0.125 -0.515 -3.000
C 2.181 -0.373 3.749
C -3.451 3.993 2.937
C -3.134 3.388 0.631
C 3.464 -0.454 4.493
C 1.820 -0.098 2.464
C -3.248 2.040 0.947
C -0.718 -4.359 0.406
C 0.207 -3.317 0.291
C -3.473 1.681 2.273
C -3.568 2.647 3.263
C -1.759 -2.394 0.231
C -3.169 0.986 -0.132
C 0.010 3.160 0.816
C -3.238 4.361 1.616
C -0.013 -0.502 3.538
C 0.033 1.615 -2.393
C 2.658 0.095 1.237
C 0.074 2.628 -1.335
C -1.984 -3.766 0.362
C 0.099 1.801 -3.728
H -2.850 1.466 -1.063
H 0.977 -0.882 5.386
H -0.467 3.742 2.696
H 1.286 -3.380 0.277
H -0.075 -2.445 -3.662
H -3.147 5.407 1.350
H -0.253 -2.237 -1.948
H -3.585 0.635 2.526
H -3.536 4.749 3.707
H -3.750 2.353 4.289
H -1.878 0.052 4.442
H -1.521 -1.682 4.470
H 4.347 -0.022 2.829
H 0.212 2.718 -4.280
H -2.945 3.678 -0.398
H -0.271 2.066 2.466
H -0.492 -5.409 0.507
H -1.990 -0.905 2.951
H -3.730 -1.505 -0.002
H -2.942 -4.258 0.422
H -4.172 0.577 -0.314
H 0.297 4.547 -2.369
```

* relative energy (zero: lowest compared OMol25 entry of this formula, charge and spin): 0.0 kJ/mol
* spin multiplicity: 1
* gap between HOMO and LUMO: 0.2951 hartree
* total energy: -2663.559997 hartree

These are the Mulliken partial charges, in e, on atoms 1 to 4:
1 S -0.2525
2 S -0.2069
3 Mg 1.9122
4 O -0.5737

---

# C24H22N2

C24H22N2 in the gas phase in a non-equilibrium geometry (ωB97M-V with the def2-TZVPD basis set, the Open Molecules 2025 dataset).

Structure (XYZ):
```
48
C24H22N2 | the Open Molecules 2025 dataset | ωB97M-V with the def2-TZVPD basis set
N 3.725 -2.018 -0.055
N 1.628 -1.243 0.015
C 2.504 -2.111 -0.577
C 2.909 0.775 2.885
C -1.598 3.904 -3.937
C 1.924 0.308 1.998
C 0.169 2.249 -3.736
C 0.210 -1.253 -0.177
C -0.083 -3.033 1.605
C -2.165 3.422 -2.752
C -0.300 0.055 -0.738
C -2.943 -3.889 3.933
C -2.388 -1.818 2.592
C 3.664 -1.057 0.935
C -0.385 1.754 -2.525
C -1.576 -1.150 1.668
C -1.574 2.378 -2.053
C 2.332 -0.563 1.014
C 0.227 0.625 -1.840
C -0.831 -3.651 2.612
C -2.037 -3.095 3.042
C 4.238 0.330 2.801
C -2.191 5.054 -4.688
C -0.478 -1.789 1.084
C 4.623 -0.620 1.848
C -0.427 3.303 -4.419
H -2.456 4.745 -5.706
H -3.312 -1.366 2.941
H -3.844 -3.323 4.185
H 1.065 1.775 -4.141
H 1.145 0.216 -2.281
H -1.829 -0.133 1.374
H -1.191 0.469 -0.271
H 0.010 3.684 -5.344
H 0.879 0.600 2.053
H 2.638 1.491 3.659
H -3.252 -4.829 3.454
H -3.087 5.436 -4.195
H 0.792 -3.554 1.202
H -1.473 5.878 -4.779
H 5.628 -1.034 1.790
H 0.040 -1.992 -0.978
H -2.049 2.023 -1.136
H 2.163 -2.770 -1.371
H -0.514 -4.614 3.028
H 4.983 0.725 3.494
H -3.085 3.876 -2.374
H -2.431 -4.169 4.861
```

* SMILES: Cc1ccc(/C=C/[C@H](c2ccc(C)cc2)n2cnc3ccccc32)cc1
* relative energy (zero: lowest compared OMol25 entry of this formula, charge and spin): 0.0 kJ/mol
* spin multiplicity: 1
* gap between HOMO and LUMO: 0.3136 hartree
* total energy: -1037.258781 hartree

These are the Mulliken partial charges, in e, on atoms 1 to 4:
1 N -0.8050
2 N 0.5606
3 C -0.1584
4 C -0.8249

---

Respective highest occupied orbital energy values: -3.461; -7.756; -8.210 eV.